No. 1
Below is one molecule with the formula C15H24N2O4, with properties calculated with ωB97M-V/def2-TZVPD.

ORCA input file:
```
! wB97M-V def2-TZVPD RIJCOSX def2/J DEFGRID3
* xyz 0 1
C -5.1203 -1.8500 -1.6983
C -5.0029 -1.6216 -0.1975
O -3.7041 -1.1576 0.1604
C -3.4790 0.1649 0.0294
O -4.3408 0.9322 -0.3535
C -2.1181 0.5218 0.3887
C -1.1140 -0.2796 0.9325
C -1.2535 -1.6887 1.3966
C 0.0339 0.5334 1.0518
C 1.3854 0.1779 1.5228
O 2.1253 0.9620 2.0920
N 1.7556 -1.1038 1.2581
C 3.0995 -1.5736 1.4929
C 3.9049 -1.6865 0.1974
C 4.0692 -0.3333 -0.4857
O 4.7923 -0.5190 -1.6823
C 4.9936 0.6748 -2.3898
C -0.3127 1.8057 0.6025
C 0.5286 3.0238 0.5196
N -1.5969 1.7869 0.1984
C -2.2687 2.9350 -0.3484
H -5.0084 -0.9058 -2.2254
H -4.3478 -2.5373 -2.0354
H -6.0955 -2.2688 -1.9291
H -5.1309 -2.5563 0.3529
H -5.7480 -0.8893 0.1310
H -1.1775 -2.3859 0.5614
H -2.2311 -1.8363 1.8478
H -0.4868 -1.9232 2.1312
H 1.1808 -1.6535 0.6405
H 3.0572 -2.5497 1.9867
H 3.5660 -0.8506 2.1661
H 4.8925 -2.0920 0.4169
H 3.4090 -2.3692 -0.4960
H 4.6004 0.3644 0.1793
H 3.0835 0.1059 -0.7095
H 5.5569 0.4172 -3.2844
H 5.5623 1.4005 -1.7947
H 4.0384 1.1332 -2.6778
H 0.0661 3.8455 1.0656
H 0.6606 3.3388 -0.5163
H 1.4979 2.8145 0.9624
H -2.2751 3.7468 0.3815
H -1.7546 3.2790 -1.2483
H -3.2928 2.6674 -0.5941
*
```

DFT total energy	-996.472672	Eh
SMILES	CCOC(=O)c1c(C)c(C(=O)NCCCOC)c(C)n1C
highest occupied orbital energy	-8.39	eV
gap between HOMO and LUMO	9.082	eV

These are the natural (NBO) partial charges, in e, on atoms 1 to 2: -0.63 -0.07

No. 2
Below is C15H24N2OPtSi as an isolated structure, with properties calculated with ωB97M-V/def2-TZVPD.

ORCA input file:
```
! wB97M-V def2-TZVPD RIJCOSX def2/J DEFGRID3
* xyz 0 5
Pt 0.7446 -0.1944 0.5925
O 2.4991 -0.2446 0.7420
C 1.8338 4.5527 -0.6554
Si 1.8995 2.6750 -0.7671
C 1.0983 2.1568 -2.3848
C 3.7017 2.1756 -0.7795
C 0.8924 1.9631 0.6395
H 2.3748 5.0225 -1.4808
H 2.2855 4.9029 0.2761
H 0.8057 4.9234 -0.6820
H 1.6055 2.5970 -3.2466
H 0.0498 2.4663 -2.4256
H 1.1263 1.0702 -2.5000
H 4.2167 2.6890 -1.5962
H 3.8369 1.1024 -0.9135
H 4.1971 2.4568 0.1527
H -0.0258 2.5631 0.5771
H 1.3199 2.2329 1.6108
C 0.8604 -5.1435 0.5410
C 1.4140 -4.3933 1.6335
C 1.3769 -2.9826 1.6103
C 0.7563 -2.2814 0.6164
C 0.0773 -3.0510 -0.4888
C 0.2511 -4.5253 -0.4855
H 0.9709 -6.2213 0.5336
H 1.8994 -4.9109 2.4491
H 1.8566 -2.4455 2.4210
H 0.1337 -2.5916 -1.4773
H -0.1165 -5.0894 -1.3339
C -4.2480 1.9998 0.1076
C -3.3295 0.8474 0.3213
C -3.5731 -0.4972 0.4901
C -2.3200 -1.1060 0.6750
N -1.3521 -0.1710 0.5930
N -2.0034 0.9996 0.3907
C -2.0699 -2.5220 0.8759
H -5.2780 1.6524 0.0878
H -4.0374 2.4991 -0.8387
H -4.1502 2.7334 0.9086
H -4.5300 -0.9890 0.5045
H -1.4492 1.8371 0.3286
H -2.9351 -3.1510 0.6984
H -1.4841 -2.7900 1.7483
H -1.1820 -2.8175 -0.0698
*
```

DFT total energy	-1179.275816	Eh
highest occupied orbital energy (alpha / beta)	-5.45 / -8.54	eV
gap between HOMO and LUMO (alpha / beta)	5.859 / 6.944	eV

These are the Löwdin partial charges, in e, on atoms 1 to 2: 1.26 -0.37